Density functional theory data (ωB97M-V/def2-TZVPD) for 4 unconnected molecules or ions with the total composition C8H24O4 in a non-equilibrium geometry.

```
! RIJCOSX wB97M-V def2-TZVPD def2/J DEFGRID3
* xyz 0 1
H 0.31456 0.16407 -1.31074
H 2.65012 0.08258 0.61158
H 1.30401 -1.40483 -2.20118
C 0.32259 3.09743 -0.84801
H 2.24637 2.34751 -0.22924
H -0.30483 2.30758 -0.43429
H 3.24748 1.00677 1.98128
H 0.18716 -3.67066 -2.29753
H 0.38408 -0.90960 1.19086
O 0.66930 -1.18062 2.07308
H 2.28924 3.37649 -1.63375
H -3.79459 -1.99048 0.71234
C -0.31315 -2.76210 -1.96128
H 1.29004 -2.13664 -0.57578
H 0.95953 0.79558 2.59344
H -1.05988 -3.04163 -1.21413
H -0.13073 3.52541 -1.74182
C 1.71580 2.57648 -1.15809
H -0.91000 -2.28879 -2.73953
O -0.14913 -0.61405 -0.95600
H 0.36877 3.90320 -0.11353
H -1.97548 -0.88893 -0.90987
C 2.76831 0.06811 1.69777
H 2.38064 1.44727 -2.56735
C -3.14896 -1.11335 0.64410
C -3.73306 0.05145 1.41169
H -3.81708 -0.22002 2.46957
H 1.81622 -0.38696 3.56553
H 3.45343 -0.76558 1.87316
O 1.63418 1.39387 -1.96356
H -4.71387 0.31830 1.02029
C 1.51281 -0.15066 2.54736
C 0.66880 -1.74167 -1.37938
H -3.03971 0.89274 1.46593
H -2.16921 -1.29674 1.10038
O -2.92375 -0.79159 -0.72330
*
```

For the HOMO-LUMO gap, the calculation gives 9.9 eV. The structure (SMILES) is CCO.CCO.CCO.CCO. Its energy above the lowest of the compared OMol25 structures with the same formula, charge and spin is 38.93 kJ/mol. The molar mass is 184.28 g/mol. For the LUMO energy, the calculation gives 0.417 eV.